(1)
Formula: C27H25Cl4LuN3O4
Source: OMol25
Level of theory: ωB97M-V/def2-TZVPD

```
64
Properties=species:S:1:pos:R:3:mulliken_charge:R:1
Lu 0.275 0.323 -0.538 1.5141
C -1.794 0.373 2.451 -1.3412
N -1.750 1.288 1.313 1.2742
C -1.441 2.665 1.761 -1.2858
C -0.013 3.151 1.532 -0.1140
C 1.072 2.333 2.231 -1.3505
N 1.495 1.203 1.417 -0.0735
C 2.762 1.053 1.254 0.0283
C 3.428 -0.014 0.561 0.6234
C 4.820 0.077 0.401 -0.6958
C 5.545 -0.899 -0.234 -0.6813
C 4.865 -2.022 -0.729 -0.4049
C 3.508 -2.148 -0.583 -0.6371
C 2.721 -1.148 0.050 0.5235
O 1.446 -1.290 0.177 -1.0069
C -3.054 1.330 0.622 -0.9406
C -3.756 0.012 0.295 -1.0977
C -2.919 -1.058 -0.460 -0.9690
N -1.681 -0.575 -0.981 -0.3216
C -1.558 -0.500 -2.385 -1.1763
C 0.548 -0.019 -3.587 0.9975
C 0.273 -0.161 -4.932 -0.3128
C 0.919 0.636 -5.869 -0.7388
C 1.848 1.568 -5.429 -0.5838
C 2.145 1.697 -4.082 -0.9006
C 1.520 0.897 -3.111 0.1954
O 1.797 0.979 -1.834 -0.4928
H -2.567 0.664 3.181 0.3692
H -0.827 0.362 2.954 0.3274
H -2.001 -0.639 2.104 0.2720
H -1.687 2.762 2.829 0.4126
H -2.090 3.357 1.222 0.5751
H 0.033 4.185 1.885 0.4742
H 0.188 3.163 0.460 -0.0842
H 0.689 1.950 3.184 0.3217
H 1.927 2.979 2.469 0.6098
H 3.435 1.792 1.709 0.1485
H 5.324 0.958 0.788 0.2947
H 6.616 -0.805 -0.357 0.3878
H 5.426 -2.800 -1.234 0.3664
H 2.981 -3.010 -0.974 0.4251
H -2.893 1.884 -0.303 0.0847
H -3.760 1.909 1.241 0.6378
H -4.613 0.303 -0.320 0.4878
H -4.162 -0.429 1.210 0.3317
H -3.547 -1.478 -1.257 0.3375
H -2.733 -1.881 0.248 0.5036
H -2.132 -1.277 -2.901 1.2250
H -0.476 -0.881 -5.242 0.4700
H 0.693 0.533 -6.923 0.4000
H 2.348 2.212 -6.144 0.3630
H 2.862 2.435 -3.745 0.4122
Cl -4.334 2.291 -5.909 -0.2398
C -3.261 2.195 -4.554 0.2895
C -2.804 3.361 -3.946 0.4414
Cl -3.325 4.899 -4.527 -0.2345
C -1.935 3.279 -2.872 0.3031
Cl -1.388 4.710 -2.068 -0.2279
C -1.457 2.045 -2.367 -0.4527
O -0.631 2.040 -1.381 -0.3626
C -1.952 0.857 -2.986 0.0499
O -0.112 -0.780 -2.620 -0.8123
C -2.826 0.966 -4.056 0.2982
Cl -3.421 -0.463 -4.849 -0.2373
```

For the relative energy (zero: lowest compared OMol25 entry of this formula, charge and spin), the calculation gives 2.102 eV. For the LUMO energy, the calculation gives 2.65 eV. The value obtained for the total energy is -4585.64955 Ha. For the HOMO energy, the calculation gives -4.40 eV. Its net charge is -1. The maximum force is 1.9 eV/Å.

(2)
Formula: C50H68FN17O2
Source: OMol25
Level of theory: ωB97M-V/def2-TZVPD

```
138
Properties=species:S:1:pos:R:3:mulliken_charge:R:1
C -0.714 -4.510 3.170 -1.4204
C -2.040 -3.808 2.861 -0.5380
C -1.912 -2.713 1.781 1.5111
C -0.630 -1.902 2.082 -1.6729
C -3.030 -1.685 1.778 0.2113
C -3.964 -1.582 2.796 -0.3320
C -4.958 -0.611 2.833 -1.3175
C -5.043 0.291 1.792 -0.4567
C -4.131 0.199 0.758 1.1415
C -3.137 -0.778 0.717 -0.3030
C -2.260 -0.783 -0.505 0.0302
O -1.973 -1.806 -1.080 -0.5926
C -1.851 0.586 -0.992 0.8272
C -2.850 1.547 -0.895 0.5728
C -2.620 2.854 -1.284 -1.8460
C -1.365 3.186 -1.752 -0.7666
C -0.345 2.240 -1.856 1.0433
C 0.976 2.785 -2.374 -2.9094
C 2.060 2.932 -1.255 0.9354
N 1.492 2.889 0.092 -0.3037
N 2.676 4.282 -1.437 -0.8749
N 3.054 1.876 -1.363 -0.3702
C -0.585 0.898 -1.494 -0.0384
C 0.492 -0.140 -1.666 0.3884
C 1.081 -0.720 -0.389 -1.6084
F 0.056 -1.178 -2.505 -0.3513
C -4.179 1.159 -0.367 -0.6051
O -5.214 1.589 -0.829 -0.6598
H -0.060 -3.882 3.768 0.3589
H -0.900 -5.430 3.714 0.6171
H -0.170 -4.715 2.249 -0.2441
H -2.738 -4.555 2.500 0.3792
H -2.399 -3.398 3.799 0.4179
H -1.803 -3.201 0.818 0.1865
H 0.269 -2.439 1.798 0.3866
H -0.649 -0.962 1.541 0.0928
H -0.566 -1.654 3.140 0.4519
H -3.918 -2.255 3.633 0.2070
H -5.627 -0.578 3.674 0.4592
H -5.814 1.048 1.781 0.4164
H -3.430 3.565 -1.211 0.5303
H -1.202 4.209 -2.056 1.3350
H 0.769 3.789 -2.720 0.5591
H 1.370 2.142 -3.156 0.5723
H 2.065 2.285 0.670 0.2556
H 1.580 3.816 0.490 0.2027
H 3.260 4.238 -2.267 0.3072
H 3.332 4.378 -0.666 0.2906
H 3.717 1.877 -0.594 0.4427
H 3.557 1.903 -2.237 0.2072
H 1.313 0.328 -2.186 0.5240
H 0.956 -0.063 0.461 0.4403
H 2.145 -0.863 -0.556 0.4718
H 0.646 -1.705 -0.235 0.1676
C 7.066 0.803 -2.742 -1.0169
C 6.248 1.089 -1.571 0.4279
N 5.606 1.317 -0.646 -0.5351
H 7.950 0.246 -2.442 0.3482
H 6.497 0.214 -3.459 0.3389
H 7.380 1.736 -3.205 0.3051
C -2.951 3.656 -5.113 -0.3016
C -1.636 4.275 -5.010 0.3458
N -0.599 4.764 -4.924 -0.5409
H -3.681 4.367 -5.500 0.2276
H -2.906 2.800 -5.781 0.2123
H -3.278 3.320 -4.130 0.0617
C -0.894 6.025 0.746 -0.4888
C -0.133 5.353 1.793 0.4746
N 0.465 4.813 2.612 -0.5014
H -0.672 7.090 0.755 0.3579
H -0.623 5.610 -0.223 0.0254
H -1.960 5.880 0.912 0.2525
C -7.140 3.308 -5.545 -0.7315
C -6.304 4.499 -5.464 0.4720
N -5.621 5.421 -5.407 -0.5057
H -6.643 2.478 -5.044 0.2244
H -8.098 3.497 -5.066 0.3038
H -7.305 3.045 -6.587 0.2749
C -6.271 -3.116 -0.290 -0.5874
C -5.507 -3.845 0.714 0.5804
N -4.906 -4.439 1.494 -0.5005
H -6.136 -2.041 -0.170 0.0141
H -5.932 -3.415 -1.281 0.1042
H -7.327 -3.358 -0.186 0.3776
C 1.220 -4.257 -1.954 -0.0327
C 2.050 -4.899 -0.943 0.3581
N 2.707 -5.395 -0.141 -0.5591
H 0.170 -4.464 -1.755 -0.1390
H 1.376 -3.181 -1.934 -0.1776
H 1.479 -4.637 -2.940 0.4649
C 5.888 -7.383 0.594 -0.4889
C 7.190 -6.736 0.705 0.2685
N 8.216 -6.226 0.792 -0.3587
H 5.165 -6.693 0.162 0.0577
H 5.968 -8.263 -0.042 0.2767
H 5.542 -7.687 1.579 0.2335
C -3.116 -5.938 -1.615 0.0032
C -4.277 -5.491 -2.375 0.1983
N -5.161 -5.094 -2.993 -0.5245
H -3.224 -5.639 -0.575 -0.0295
H -3.025 -7.021 -1.666 0.4426
H -2.214 -5.485 -2.018 -0.0593
C 1.375 -6.659 1.951 -1.0812
C 0.217 -6.271 1.157 0.5778
N -0.696 -5.966 0.531 -0.3636
H 1.236 -6.336 2.981 0.3517
H 1.492 -7.741 1.927 0.4110
H 2.269 -6.188 1.548 0.3388
C 7.893 3.947 0.530 -0.5316
C 8.655 3.399 -0.587 0.3671
N 9.257 2.965 -1.464 -0.4421
H 7.585 4.965 0.301 0.2804
H 7.010 3.336 0.709 0.2576
H 8.502 3.955 1.423 0.0245
C -2.498 2.882 3.414 -0.1085
C -3.430 2.092 4.210 0.3070
N -4.160 1.465 4.837 -0.5124
H -2.593 2.624 2.359 -0.2165
H -2.708 3.943 3.542 0.3998
H -1.476 2.682 3.737 0.1524
C -2.142 -0.644 -4.726 -0.5058
C -3.325 0.084 -5.166 0.3448
N -4.257 0.659 -5.513 -0.4819
H -1.943 -0.421 -3.680 -0.0765
H -2.300 -1.715 -4.836 0.3800
H -1.280 -0.346 -5.322 0.3691
C -1.037 3.434 7.497 -0.7953
C -0.090 2.858 6.550 0.3763
N 0.652 2.401 5.802 -0.4059
H -1.254 4.464 7.221 0.2557
H -1.962 2.860 7.489 0.2639
H -0.614 3.416 8.499 0.3289
C 9.779 2.789 4.535 -0.7847
C 8.557 3.404 4.029 0.4221
N 7.592 3.884 3.633 -0.4176
H 9.957 3.113 5.558 0.2844
H 9.682 1.706 4.515 0.2676
H 10.624 3.084 3.916 0.2793
```

For the LUMO energy, the calculation gives -0.43 eV. The value obtained for the total energy is -3127.14719 Ha. For the HOMO energy, the calculation gives -9.06 eV. Its net charge is 0. The maximum force is 1.6 eV/Å.

(3)
Formula: C8H6O2
Source: OMol25
Level of theory: ωB97M-V/def2-TZVPD

```
16
Properties=species:S:1:pos:R:3:mulliken_charge:R:1
O -3.182 -0.365 -0.430 -0.4955
C -2.847 0.698 0.073 -0.0512
C -1.462 1.131 0.386 -0.3586
C -0.328 0.476 0.092 1.0051
C 0.947 0.845 0.645 -0.4224
C 2.124 0.226 0.452 -0.6222
C 2.158 -1.044 -0.297 0.2944
O 3.157 -1.791 -0.391 -0.5919
C 0.835 -1.438 -0.835 -0.3480
C -0.324 -0.760 -0.701 -0.2870
H -3.621 1.392 0.371 0.3470
H -1.238 2.050 0.974 0.2776
H 1.092 1.706 1.332 0.2203
H 3.088 0.388 0.895 0.4130
H 0.933 -2.410 -1.426 0.2836
H -1.331 -1.103 -1.141 0.3357
```

For the relative energy (zero: lowest compared OMol25 entry of this formula, charge and spin), the calculation gives 2.191 eV. For the LUMO energy, the calculation gives -1.87 eV. The value obtained for the total energy is -458.85193 Ha. For the HOMO energy, the calculation gives -9.62 eV. Its net charge is 0. The SMILES is O=CC=C1C=CC(=O)C=C1. The maximum force is 3.3 eV/Å.

(4)
Formula: C6H13NO2
Source: OMol25
Level of theory: ωB97M-V/def2-TZVPD

```
22
Properties=species:S:1:pos:R:3:mulliken_charge:R:1
C -0.498 1.547 -0.782 -1.8528
C -0.343 0.429 0.245 1.8688
C -1.527 0.408 1.212 -1.7633
C 1.030 0.762 1.137 -1.6315
C -0.092 -0.965 -0.371 -0.2472
N -0.893 -1.252 -1.572 -0.7701
C 1.427 -1.025 -0.689 0.4096
O 1.902 -0.563 -1.725 -0.5752
O 2.121 -1.913 0.089 -0.5221
H 0.373 1.590 -1.444 0.3506
H -0.624 2.520 -0.295 0.4285
H -1.377 1.371 -1.412 0.4151
H -1.550 1.310 1.832 0.3981
H -2.469 0.349 0.654 0.3907
H -1.484 -0.454 1.884 0.4168
H 1.972 0.986 0.627 0.4058
H 1.128 0.036 1.950 0.3348
H 0.813 1.727 1.607 0.4961
H -0.321 -1.743 0.365 0.4537
H -0.730 -2.217 -1.856 0.2863
H -0.496 -0.703 -2.341 0.3175
H 1.639 -2.200 0.885 0.3897
```

For the relative energy (zero: lowest compared OMol25 entry of this formula, charge and spin), the calculation gives 0.766 eV. For the LUMO energy, the calculation gives 0.50 eV. The value obtained for the total energy is -441.65187 Ha. For the HOMO energy, the calculation gives -9.65 eV. Its net charge is 0. The SMILES is CC(C)(C)[C@@H](N)C(=O)O. The maximum force is 2.8 eV/Å.

Q: Look up the net charge of the third one.
A: 0

Q: Which value of maximum force does entry 4 give?
A: 2.8 eV/Å

Q: maximum force of number 4 (C6H13NO2)?
A: 2.8 eV/Å